DFT (ωB97M-V with the def2-TZVPD basis set) results for 6 unconnected molecules or ions with the total composition C35H69IO12S6 in a non-equilibrium geometry.

Calculated values
Max |F|: 4.66 eV Å⁻¹
Lowest unoccupied orbital energy: 0.2 eV
Net charge: 0

Last column: Mulliken charge in e.
Atoms and positions in Å:
C1 1.58694 -1.89020 0.58127  -1.5414
C2 1.41493 -0.96393 -0.65146  0.0651
C3 2.70838 -1.01729 -1.50474  -0.6776
C4 2.50889 -1.66931 -2.90591  0.6950
C5 3.18046 -0.86842 -4.04928  -1.2987
C6 2.22644 0.14659 -4.73268  -0.6564
C7 2.28183 1.57141 -4.12156  -1.0249
C8 1.16040 1.89955 -3.13418  -0.0129
C9 -0.25183 1.89252 -3.73851  -0.4221
C10 -1.19262 2.60145 -2.72784  -0.8011
C11 -2.68073 2.27291 -2.93286  -0.9393
S1 -3.44397 1.24679 -1.64211  0.0251
C12 -2.39731 1.27883 -0.04031  0.6604
O1 -3.03434 1.79039 0.88098  -0.6778
O2 -1.25120 0.86012 -0.05428  -0.4571
C13 -3.40999 -0.45543 -2.36477  -0.7154
I1 -2.76407 -1.93949 -0.96635  0.1973
C14 -4.88842 -0.76284 -2.72380  -0.5067
C15 -5.01055 -2.06010 -3.54014  -1.1315
H1 1.65227 -2.91110 0.19457  0.0952
H2 2.49031 -1.58580 1.10973  0.3471
H3 0.68703 -1.79651 1.19346  0.5543
H4 0.53090 -1.29409 -1.20338  -0.0189
H5 1.24752 0.07003 -0.33954  0.2102
H6 3.50191 -1.56326 -0.98563  0.5289
H7 3.06513 0.00493 -1.67382  0.3830
H8 2.91125 -2.68265 -2.89477  -0.6958
H9 1.43182 -1.74668 -3.08604  0.3133
H10 4.08453 -0.37837 -3.67405  0.4385
H11 3.48083 -1.59697 -4.81089  0.4000
H12 1.22131 -0.28086 -4.69982  0.3579
H13 2.58442 0.23669 -5.76310  0.3412
H14 3.21929 1.63032 -3.55323  0.4530
H15 2.36756 2.33461 -4.90196  0.4677
H16 1.15417 1.23754 -2.26259  -0.4049
H17 1.35551 2.91013 -2.74845  0.4589
H18 -0.60250 0.89183 -4.00534  0.3939
H19 -0.21191 2.51312 -4.64286  0.2200
H20 -1.07218 3.67050 -2.93867  0.3463
H21 -0.81779 2.45271 -1.71453  0.5386
H22 -2.83276 1.75192 -3.88334  0.5083
H23 -3.25017 3.20083 -3.00334  0.5717
H24 -2.84812 -0.43887 -3.29905  0.4773
H25 -5.35950 0.06651 -3.25839  0.4046
H26 -5.42846 -0.93729 -1.78789  0.3728
H27 -4.51675 -1.96110 -4.50917  0.3161
H28 -6.06963 -2.23112 -3.74675  0.3990
H29 -4.66219 -2.93520 -2.99226  0.3178
C16 2.38966 -1.22541 6.37538  -0.6057
C17 1.65894 -0.42453 5.29304  -0.2963
C18 2.25656 -0.83213 3.93917  -0.2806
S2 2.84769 -2.51622 4.13746  1.2362
O3 4.28598 -2.52044 4.00879  -0.6951
O4 2.01544 -3.41475 3.37487  -0.6384
C19 2.43167 -2.66502 5.87098  -0.8202
H30 1.88680 -1.15515 7.33887  0.3851
H31 3.40554 -0.84148 6.49634  0.2844
H32 0.59447 -0.67039 5.31429  0.2809
H33 1.74779 0.64918 5.45799  0.0181
H34 1.51615 -0.80708 3.14483  0.0495
H35 3.10866 -0.20837 3.67257  0.4152
H36 3.17540 -3.27904 6.37460  0.4351
H37 1.44998 -3.13393 5.93581  0.3410
C20 1.64672 5.39731 5.53726  -0.5105
C21 1.42595 5.84420 6.98545  -0.4441
C22 1.30291 4.57738 7.84080  -0.8142
S3 2.25491 3.31000 6.99957  1.2188
O5 1.35104 2.27792 6.54454  -0.7169
O6 3.43126 2.99676 7.77114  -0.7442
C23 2.71877 4.31205 5.59479  -0.8527
H38 1.95257 6.22608 4.90012  0.4077
H39 0.72173 4.98550 5.13408  0.2822
H40 2.28291 6.43400 7.31964  0.3397
H41 0.54213 6.46890 7.08232  0.2177
H42 1.70611 4.71827 8.84077  0.3609
H43 0.27112 4.23502 7.90140  0.3720
H44 2.75684 3.69363 4.70029  0.4397
H45 3.70177 4.73563 5.80046  0.3900
C24 -3.99488 -5.73653 -5.96341  -0.4617
C25 -5.12979 -6.68555 -6.36906  -0.6625
C26 -6.37706 -5.82886 -6.62078  -0.6359
S4 -5.78075 -4.21465 -7.13677  1.0909
O7 -6.14466 -3.24600 -6.13215  -0.5802
O8 -6.08576 -4.01194 -8.52856  -0.6967
C27 -4.03878 -4.58539 -6.96313  -0.6990
H46 -3.02701 -6.23556 -5.97219  0.3512
H47 -4.17143 -5.36024 -4.95288  0.2092
H48 -4.85370 -7.21189 -7.28515  0.3067
H49 -5.31898 -7.43793 -5.60461  0.3397
H50 -7.00438 -6.24309 -7.40609  0.3461
H51 -6.96136 -5.69409 -5.71224  0.3618
H52 -3.50702 -3.69869 -6.62515  0.3765
H53 -3.66825 -4.89597 -7.93970  0.3459
C28 -2.71366 7.53105 2.60039  -0.5744
C29 -3.11146 8.76153 3.42579  -0.6070
C30 -2.52779 8.57878 4.83244  -0.7961
S5 -1.06380 7.55702 4.63729  1.3270
O9 -1.29301 6.29821 5.30040  -0.6566
O10 0.11402 8.34800 4.89439  -0.7283
C31 -1.22980 7.30842 2.87441  -0.8001
H54 -2.90522 7.67675 1.53835  0.3549
H55 -3.28807 6.66293 2.93096  0.3119
H56 -2.69136 9.65902 2.96669  0.2939
H57 -4.19231 8.88964 3.46389  0.3229
H58 -2.24240 9.52724 5.28094  0.3652
H59 -3.21799 8.05100 5.48813  0.3676
H60 -0.88681 6.31007 2.61051  0.3943
H61 -0.61853 8.06051 2.37568  0.3946
C32 4.28318 -5.42880 0.41490  -0.4825
C33 4.30283 -6.88967 -0.05491  -0.7592
C34 3.35265 -6.99975 -1.25442  -0.7662
S6 3.33855 -5.37996 -2.03174  1.2588
O11 2.01812 -4.81785 -1.89658  -0.5819
O12 4.00368 -5.45460 -3.30868  -0.7231
C35 4.41967 -4.58599 -0.84881  0.0690
H62 5.08405 -5.21950 1.12213  0.4296
H63 3.33312 -5.21068 0.90828  0.1717
H64 5.31576 -7.15972 -0.36211  0.3150
H65 4.00979 -7.57302 0.74112  0.3753
H66 3.69169 -7.73796 -1.97722  0.3845
H67 2.33559 -7.22803 -0.94080  0.3554
H68 4.11503 -3.55079 -0.71130  -0.3852
H69 5.43377 -4.63065 -1.24619  0.4463